The following is a DFT calculation (ωB97M-V/def2-TZVPD) of 10 unconnected molecules or ions with the total composition C16H56N4O10 at a distorted geometry.

As for the net charge: 0. As for the structure (SMILES): COC[C@H](C)N.COC[C@H](C)N.COC[C@H](C)N.COC[C@H](C)N.O.O.O.O.O.O. For the HOMO energy, the calculation gives -0.33337 hartree. For the energy, the calculation gives -43933.930 eV.

XYZ file:
```
86
Properties=species:S:1:pos:R:3:mulliken_charge:R:1
C -2.70672 -26.42661 16.76885 -1.15
C -3.85526 -25.42871 16.61608 2.73
C -3.52276 -23.97511 17.03343 -1.39
O -4.58453 -23.07995 16.81637 0.48
C -4.12688 -21.74527 16.80942 -0.37
N -4.44163 -25.49437 15.26347 -0.30
H -3.05066 -27.30461 17.31897 0.35
H -1.86247 -25.98360 17.29714 0.41
H -2.41275 -26.84746 15.80954 0.02
H -4.63294 -25.68735 17.33840 -1.65
H -2.62443 -23.69349 16.46507 0.23
H -3.22771 -23.99525 18.09361 0.29
H -3.34008 -21.57051 16.07064 0.31
H -3.70979 -21.40928 17.76644 -0.06
H -4.98934 -21.10601 16.62499 0.23
H -4.91164 -24.60354 15.10285 0.06
H -3.67801 -25.32985 14.58946 0.22
C -4.60463 -22.01612 21.25678 -1.43
C -3.50132 -20.97821 21.07015 1.16
C -3.93381 -19.60762 21.61816 -0.95
O -5.07834 -19.07628 20.99946 -0.40
C -4.90455 -18.88810 19.61048 -0.31
N -2.20363 -21.42839 21.68422 -0.77
H -4.49931 -22.91192 20.64532 0.34
H -5.57087 -21.58447 20.96074 0.36
H -4.75971 -22.22918 22.31842 0.38
H -3.21565 -20.98623 20.01479 -0.31
H -3.07176 -18.93509 21.48134 0.44
H -4.09534 -19.64860 22.69628 0.41
H -5.72879 -18.33032 19.17677 0.14
H -4.86586 -19.80936 19.02173 -0.01
H -3.94026 -18.39574 19.44821 0.38
H -2.32006 -22.43300 21.79649 0.27
H -2.18854 -21.10708 22.65611 0.28
C -4.42468 -25.83238 10.65917 -1.24
C -3.43030 -26.86440 10.10094 0.58
C -2.94901 -27.86872 11.14274 -0.86
O -2.22494 -27.18301 12.13625 -0.33
C -1.72737 -28.04488 13.12802 -0.88
N -4.13356 -27.61016 9.04609 -0.71
H -4.86226 -25.26281 9.83895 0.41
H -4.02790 -25.11365 11.37497 0.12
H -5.20898 -26.40154 11.16409 0.33
H -2.53373 -26.35185 9.72648 0.25
H -2.33388 -28.63987 10.66475 0.28
H -3.84506 -28.36195 11.54277 0.39
H -1.13353 -27.50179 13.86307 0.21
H -1.02331 -28.79240 12.73332 0.36
H -2.56190 -28.57786 13.59850 0.36
H -3.45753 -27.99399 8.38976 0.26
H -4.65349 -26.93304 8.49741 0.25
C -6.27044 -27.36862 18.79263 -1.38
C -7.40277 -26.35608 19.04802 0.55
C -7.25587 -25.06693 18.23723 0.26
O -8.28661 -24.15189 18.54738 -0.47
C -8.19899 -22.95637 17.81903 -0.44
N -8.67972 -27.03521 18.84816 -0.81
H -5.26206 -26.96798 18.91852 0.38
H -6.25898 -27.78347 17.78085 0.23
H -6.44603 -28.18100 19.49601 0.40
H -7.28226 -26.12453 20.11189 0.28
H -7.34503 -25.22255 17.15251 0.00
H -6.25661 -24.66148 18.45848 -0.12
H -7.32151 -22.35976 18.11234 0.03
H -9.12032 -22.42586 18.03448 0.37
H -8.00882 -23.11055 16.74773 0.20
H -9.43636 -26.38581 19.06812 0.34
H -8.78449 -27.09366 17.82885 0.29
O -2.30993 -24.53186 13.26357 -0.41
H -2.16314 -25.41536 12.87469 0.28
H -1.45572 -24.29364 13.67795 0.31
O -2.53674 -21.72837 13.30641 -0.61
H -3.41420 -21.37487 13.13415 0.27
H -2.51338 -22.57161 12.82225 0.32
O -5.94993 -18.61121 16.46541 -0.60
H -6.77301 -18.38542 16.91504 0.31
H -6.20887 -18.76973 15.55064 0.28
O -6.92913 -26.85162 15.22433 -0.71
H -5.99377 -26.54289 15.16535 0.37
H -7.44579 -26.13735 14.83693 0.28
O -0.18716 -24.30752 15.13352 -0.62
H -0.05551 -23.45051 15.55931 0.28
H 0.24244 -24.94460 15.71573 0.28
O -6.10327 -22.98061 14.33506 -0.66
H -5.98687 -23.04716 15.29650 0.03
H -6.21407 -22.03983 14.16497 0.31
```